[1]
Formula: C4H5O4Tm
Source: OMol25
Level of theory: wB97M-V/def2-TZVPD

The geometry in XYZ format:
```
14
Properties=species:S:1:pos:R:3:forces:R:3
C 3.058522 0.548236 0.191787 1.64 0.13 0.72
H -1.068321 -1.306660 -2.236425 -0.07 -0.08 0.23
O 3.827415 0.877048 0.990289 -0.98 -0.18 -0.47
C -0.549994 1.049069 1.358978 -0.68 -1.84 0.93
H -0.241445 -1.985767 -0.792967 -0.24 0.18 -0.10
C -1.123487 -0.034553 0.801754 0.22 0.62 1.09
C -1.109134 -1.410862 -1.146974 0.01 -0.93 -0.26
O 2.372938 0.187580 -0.680738 -0.89 0.19 -0.28
Tm 0.055032 1.841894 -1.455873 -0.29 -0.59 1.98
H -2.036346 -1.924487 -0.857323 0.25 0.19 -0.13
H -1.633025 -0.841890 1.324387 0.09 0.31 -0.21
O 0.098977 1.951457 0.644879 0.37 0.60 -2.41
O -1.090379 -0.101314 -0.593972 0.61 1.26 -0.62
H -0.560756 1.150252 2.452196 -0.03 0.13 -0.48
```
Forces are in eV/Å.

Values from the calculation:
Multiplicity   4
Total charge   +1
Kohn-Sham gap (alpha / beta)   0.251 / 0.265 Ha
Largest force on an atom   2.511 eV Å⁻¹
HOMO energy (alpha / beta)   -11.1 / -12.5 eV

---

[2]
Formula: C4H5OP
Source: OMol25
Level of theory: wB97M-V/def2-TZVPD

The geometry in XYZ format:
```
11
Properties=species:S:1:pos:R:3:forces:R:3
C 1.494548 0.613345 0.016390 0.52 0.71 0.50
O -2.381813 0.724647 0.122972 0.22 0.54 -0.16
C -1.261208 -1.708332 0.085108 0.76 0.87 -0.45
H -3.136894 0.131836 0.170858 -0.04 -0.24 -0.03
P -1.011956 -0.086995 -0.171525 -1.13 0.11 0.95
H 2.517347 -1.343671 -0.133636 0.49 -0.21 0.02
C 0.192883 1.145696 0.048102 -0.81 -1.12 -0.57
H -0.055097 2.187539 -0.031577 -0.01 0.19 0.06
H 2.313219 1.331519 -0.060620 0.16 -0.09 -0.25
C 1.774872 -0.662205 0.214723 -0.33 -0.47 -0.07
H -0.445896 -2.333374 -0.260796 0.17 -0.29 0.00
```
Forces are in eV/Å.

Values from the calculation:
Relative energy (zero: lowest compared OMol25 entry of this formula, charge and spin)   5.810 eV
Kohn-Sham gap (alpha / beta)   0.280 / 0.240 Ha
Largest force on an atom   1.497 eV Å⁻¹
HOMO energy (alpha / beta)   -8.3 / -8.3 eV

---

[3]
Formula: C4H6
Source: OMol25
Level of theory: wB97M-V/def2-TZVPD

The geometry in XYZ format:
```
10
Properties=species:S:1:pos:R:3:forces:R:3
H -2.201275 0.589913 -1.119312 -0.07 0.04 -0.17
H 1.218719 1.206529 -0.098833 0.07 0.12 0.03
C -0.778040 -0.514759 0.114263 0.11 0.11 0.19
H -2.808435 0.041307 0.541110 -0.19 -0.10 0.25
C -2.020494 0.090396 -0.182523 4.42 -1.51 -0.15
H -0.791736 -1.019410 1.092659 -0.15 0.03 0.11
C 1.724431 0.242709 -0.083116 -0.37 0.39 0.04
H 2.413627 0.158529 -0.928718 0.15 -0.10 -0.01
H 2.357495 0.165549 0.804225 0.16 -0.09 0.04
C 0.885708 -0.960762 -0.139753 -4.14 1.11 -0.33
```
Forces are in eV/Å.

Values from the calculation:
Relative energy (zero: lowest compared OMol25 entry of this formula, charge and spin)   4.606 eV
Kohn-Sham gap   0.311 Ha
Largest force on an atom   4.676 eV Å⁻¹
HOMO energy   -8.8 eV

---

[4]
Formula: C4H6
Source: OMol25
Level of theory: wB97M-V/def2-TZVPD

The geometry in XYZ format:
```
10
Properties=species:S:1:pos:R:3:forces:R:3
C -0.859945 -1.967558 0.731149 0.30 0.45 -0.47
H 1.605203 0.329430 0.564172 -0.09 0.02 0.13
H 1.421075 1.578096 -0.653666 -0.14 -0.03 -0.19
C -0.750195 -0.836378 0.066700 -0.25 -0.13 0.24
H -0.672715 -2.903217 0.193079 -0.13 0.20 0.04
H -1.088933 1.101505 -0.756406 0.05 -0.15 0.15
C 0.919601 1.078404 0.174679 0.23 -0.01 0.02
H -0.936372 -0.757437 -1.082574 0.00 -0.34 -0.07
C -0.401943 0.478730 -0.182311 0.08 0.03 0.03
H 0.763528 1.856286 0.927414 -0.06 -0.03 0.13
```
Forces are in eV/Å.

Values from the calculation:
Relative energy (zero: lowest compared OMol25 entry of this formula, charge and spin)   4.121 eV
Kohn-Sham gap (alpha / beta)   0.285 / 0.285 Ha
Largest force on an atom   0.721 eV Å⁻¹
HOMO energy (alpha / beta)   -7.9 / -7.9 eV

---

[5]
Formula: C4H6
Source: OMol25
Level of theory: wB97M-V/def2-TZVPD

The geometry in XYZ format:
```
10
Properties=species:S:1:pos:R:3:forces:R:3
C 0.139686 -0.406072 -1.422720 1.31 -2.13 -3.63
H 0.527170 1.354871 1.047541 -0.26 1.30 -1.11
H 0.369375 -1.091853 -2.338061 0.57 1.07 2.12
H -1.570264 0.696528 -0.771254 1.01 -0.53 -0.28
H 0.857201 0.059711 -0.799724 0.72 -0.24 0.56
C 0.732764 0.767974 1.864512 1.27 -4.74 5.17
C 0.956751 -0.064969 2.776041 -1.16 1.88 -3.60
C -1.083227 -0.026292 -1.482493 -5.29 2.29 0.70
H -1.929013 -0.260521 -2.200804 1.70 -0.51 0.49
H 0.999557 -1.029376 3.326962 0.14 1.62 -0.40
```
Forces are in eV/Å.

Values from the calculation:
SMILES string   C#C.C=C
Relative energy (zero: lowest compared OMol25 entry of this formula, charge and spin)   2.861 eV
Kohn-Sham gap   0.427 Ha
Largest force on an atom   7.124 eV Å⁻¹
HOMO energy   -10.4 eV

---

[6]
Formula: C4H6AgIO3
Source: OMol25
Level of theory: wB97M-V/def2-TZVPD

The geometry in XYZ format:
```
15
Properties=species:S:1:pos:R:3:forces:R:3
H -0.057172 -2.195217 -0.592339 0.09 0.16 -0.07
O 1.031270 -0.404801 0.975765 -0.29 -0.15 0.00
H -1.163360 -1.865535 0.704394 0.00 0.15 0.04
C -0.071854 -0.148214 0.073689 0.54 0.73 0.85
H 0.404067 0.360923 -0.770723 -0.35 -0.33 -0.26
O 0.029685 1.396110 1.811383 -0.28 -0.13 0.47
C -0.755093 -1.444523 -0.216299 -0.17 -0.72 -0.20
H -1.773018 0.374070 1.308130 0.23 0.18 0.61
C 1.058028 0.523358 1.961737 0.10 0.09 -0.30
Ag 2.122318 -0.241465 -4.936358 -0.16 0.35 0.28
C -0.897582 0.877596 0.888982 -0.18 -0.36 -1.37
H -1.259863 1.693035 0.262122 0.02 0.02 0.07
I 1.020340 1.859150 -3.333743 0.23 -0.30 -0.36
H -1.576178 -1.379240 -0.932179 0.03 0.29 -0.01
O 1.888419 0.594753 2.795445 0.20 0.02 0.25
```
Forces are in eV/Å.

Values from the calculation:
Relative energy (zero: lowest compared OMol25 entry of this formula, charge and spin)   0.015 eV
Multiplicity   2
Total charge   +1
Kohn-Sham gap (alpha / beta)   0.247 / 0.166 Ha
Largest force on an atom   1.431 eV Å⁻¹
HOMO energy (alpha / beta)   -13.3 / -13.3 eV

---

[7]
Formula: C4H6BNO2S
Source: OMol25
Level of theory: wB97M-V/def2-TZVPD

The geometry in XYZ format:
```
15
Properties=species:S:1:pos:R:3:forces:R:3
O 0.556896 -0.000884 -3.200820 -0.07 0.28 -0.28
H 1.152746 -0.387045 -3.843518 0.12 -0.06 -0.06
C 0.072405 1.057122 1.685450 -0.36 0.25 -0.36
H -3.034945 1.611518 1.002324 -0.28 0.11 0.12
S -2.104429 0.182648 -0.819403 1.38 0.25 0.60
H 1.908500 0.955904 2.710207 -0.02 -0.13 -0.01
H 1.342150 -0.550832 1.966665 0.04 0.00 -0.04
H 1.345739 -2.368027 -2.616543 0.00 -0.02 -0.12
N -1.112759 1.084635 1.487971 1.19 0.30 0.01
C -2.144472 1.072555 0.753007 -1.46 -0.59 -0.73
B 0.232421 -0.795975 -2.132399 0.17 0.08 0.07
C -0.560721 -0.160136 -1.011396 -0.91 0.13 0.28
O 0.728977 -2.061678 -1.950369 -0.07 -0.37 0.14
C 1.031090 0.340287 2.512644 0.28 -0.20 0.33
H 0.586399 0.019908 3.456180 -0.02 -0.04 0.05
```
Forces are in eV/Å.

Values from the calculation:
Relative energy (zero: lowest compared OMol25 entry of this formula, charge and spin)   4.004 eV
Kohn-Sham gap (alpha / beta)   0.276 / 0.276 Ha
Largest force on an atom   1.735 eV Å⁻¹
HOMO energy (alpha / beta)   -7.4 / -7.4 eV

---

[8]
Formula: C4H6BNO4
Source: OMol25
Level of theory: wB97M-V/def2-TZVPD

The geometry in XYZ format:
```
16
Properties=species:S:1:pos:R:3:forces:R:3
C -1.077086 -0.100921 0.132758 -0.18 0.61 -0.38
O -3.600758 -0.359928 -0.778507 -0.19 0.26 1.22
B 0.282144 -0.995155 0.353218 0.27 2.93 -0.29
C 1.415429 0.332858 0.133427 -4.11 0.79 2.32
C -2.692396 -0.180850 -0.044174 4.66 -0.09 -0.95
O -0.187872 2.359870 0.466650 -1.20 -0.48 0.86
H 1.934958 0.949156 0.965291 -1.21 -1.02 -0.96
C -0.086467 1.143682 -0.221372 0.84 -2.04 1.58
H 1.641613 -2.378229 0.398751 -0.84 -0.71 -0.79
H -0.669126 2.212138 1.329312 0.75 0.15 -1.41
H 0.199870 -2.908575 -0.423298 -0.70 -1.52 -0.57
O 2.289250 0.104904 -0.889475 0.61 -1.32 -0.87
H -0.229506 1.190748 -1.276241 0.26 0.95 -1.02
N 0.634777 -2.292661 0.192416 2.02 0.62 1.21
H 2.358069 0.836686 -1.487843 0.05 0.76 -0.29
O -2.212892 0.086273 1.149094 -1.03 0.12 0.33
```
Forces are in eV/Å.

Values from the calculation:
SMILES string   NB1[C@@H](O)[C@H](O)[C@]12OC2=O
Relative energy (zero: lowest compared OMol25 entry of this formula, charge and spin)   0.641 eV
Kohn-Sham gap   0.345 Ha
Largest force on an atom   4.786 eV Å⁻¹
HOMO energy   -9.3 eV

---

[9]
Formula: C4H6Br2N2O6
Source: OMol25
Level of theory: wB97M-V/def2-TZVPD

The geometry in XYZ format:
```
20
Properties=species:S:1:pos:R:3:forces:R:3
C -0.440127 -0.289133 -0.003889 1.29 0.42 1.43
O -1.945092 -1.667348 -0.782564 0.38 -2.40 -0.21
H 1.354591 -1.866612 -1.573091 0.12 -1.04 0.41
O 1.228909 -1.053501 2.656823 1.40 -1.62 1.92
H -1.969028 -2.632334 -1.025678 -0.08 0.99 0.12
N 0.456144 -0.307140 2.200529 -2.15 0.37 -1.53
H -0.276241 1.991220 1.205580 0.36 0.28 0.01
H 1.667763 -0.098172 0.277221 1.09 -0.92 0.63
N -0.654787 -1.512795 -0.322603 1.17 0.75 0.23
H -1.297548 0.286975 0.051646 -1.47 1.18 -0.28
C 0.585561 -0.475928 -2.393792 1.30 2.33 -1.81
Br 0.864447 1.498186 -2.465220 -0.09 -0.33 0.08
O -0.627211 0.094935 2.672835 1.80 -0.82 -0.49
C 0.768307 1.696230 1.084338 0.06 1.00 -2.44
O 1.669285 -1.022186 -1.939771 0.62 0.20 0.57
C 0.774717 0.183976 0.775471 -2.15 1.39 0.80
O -0.328497 -0.935538 -2.948384 -1.54 -0.90 -0.39
O 0.219707 -2.432248 -0.352471 -1.50 -0.22 -0.12
H 1.275186 2.262603 0.249026 -0.88 -0.69 0.92
Br 1.718626 2.237343 2.659956 0.28 0.00 0.16
```
Forces are in eV/Å.

Values from the calculation:
SMILES string   O=[N+]([O-])[C@@H](/C=[N+](\[O-])O)CBr.O=C(O)Br
Relative energy (zero: lowest compared OMol25 entry of this formula, charge and spin)   0.343 eV
Kohn-Sham gap   0.364 Ha
Largest force on an atom   3.222 eV Å⁻¹
HOMO energy   -10.4 eV

---

[10]
Formula: C4H6BrCeO2
Source: OMol25
Level of theory: wB97M-V/def2-TZVPD

The geometry in XYZ format:
```
14
Properties=species:S:1:pos:R:3:forces:R:3
O 1.063162 -2.644825 -1.071555 -2.28 -1.91 -3.85
Ce 0.394300 -3.987862 -2.728836 1.56 2.99 4.08
H 0.169907 2.731516 -0.023131 0.15 -0.95 1.35
O -0.260321 -2.306736 0.783785 2.17 2.06 -4.44
H 1.072628 0.267726 -0.951577 -1.41 -1.00 0.70
C -0.535176 0.633404 0.644023 0.91 0.90 0.13
H -0.630586 -0.187821 -1.501010 0.99 0.03 1.44
C 0.080734 -0.202941 -0.588780 0.41 -0.52 -0.35
Br -2.435381 1.080784 0.156580 1.02 -0.55 0.49
H -0.468623 0.070184 1.648789 -0.51 0.63 -1.91
H 1.325013 1.749457 1.138014 -1.54 0.77 -0.38
C 0.253848 -1.754391 -0.205675 -2.00 -0.61 4.06
C 0.241295 2.046710 0.886286 -0.47 -1.35 0.30
H -0.270800 2.504795 1.813084 1.01 -0.51 -1.62
```
Forces are in eV/Å.

Values from the calculation:
Multiplicity   2
Total charge   +2
Kohn-Sham gap (alpha / beta)   0.111 / 0.134 Ha
Largest force on an atom   5.352 eV Å⁻¹
HOMO energy (alpha / beta)   -15.1 / -15.1 eV